Here is a 8-piece molecular cluster, C39H93N5O3 overall from OMol25. Energies are from ωB97M-V with the def2-TZVPD basis set.

Calculated values
Net charge ... 0
Gap between HOMO and LUMO ... 0.319 Ha
HOMO ... -0.303 Ha
SMILES ... CCN(CC)CC.CCN(CC)CC.CCN(CC)CC.CCN(CC)CC.CCN(CC)CC.CC(C)=O.CC(C)=O.CC(C)=O
Energy relative to the best compared isomer or geometry (same formula, charge and spin) ... 15.0 kJ/mol

Element x y z (Å)
O (-10.480, 10.012, 3.814)
O (-10.695, 7.572, -0.830)
O (-11.773, 6.004, 2.621)
N (-7.626, 15.602, 8.465)
N (-12.198, 5.827, 10.270)
N (-8.390, 16.889, 0.715)
N (-13.737, 13.483, 9.719)
N (-6.189, 11.587, 10.100)
C (-12.715, 4.685, 9.520)
C (-12.584, 12.597, 9.903)
C (-9.507, 8.479, 0.968)
C (-9.008, 11.782, 4.129)
C (-7.211, 12.520, 10.412)
C (-7.348, 16.290, 1.440)
C (-8.529, 11.868, 10.587)
C (-5.445, 12.667, 8.039)
C (-9.475, 16.435, 6.953)
C (-9.176, 15.612, 10.453)
C (-10.728, 6.757, 4.596)
C (-10.337, 8.529, -0.281)
C (-4.835, 9.769, 11.157)
C (-13.948, 4.040, 10.179)
C (-11.270, 6.620, 9.491)
C (-9.696, 4.987, 3.016)
C (-11.972, 7.424, 8.442)
C (-5.797, 10.941, 11.319)
C (-5.292, 16.346, 8.633)
C (-11.685, 5.525, 11.587)
C (-9.281, 15.976, 0.078)
C (-12.806, 11.260, 9.169)
C (-8.023, 18.059, -0.138)
C (-6.568, 16.353, 7.833)
C (-8.656, 15.079, -0.959)
C (-7.854, 15.379, 2.550)
C (-5.065, 12.252, 9.450)
C (-10.459, 4.591, 11.631)
C (-10.854, 5.906, 3.353)
C (-10.740, 9.873, -0.758)
C (-7.278, 19.143, 0.657)
C (-10.404, 10.758, 6.026)
C (-14.750, 13.243, 10.727)
C (-10.043, 10.788, 4.576)
C (-16.033, 14.001, 10.525)
C (-8.101, 16.327, 9.631)
C (-8.721, 15.283, 7.519)
C (-12.607, 15.265, 8.472)
C (-13.330, 14.887, 9.738)
H (-9.709, 6.659, 4.971)
H (-14.045, 4.248, 11.241)
H (-13.995, 2.955, 10.040)
H (-11.330, 10.410, -0.014)
H (-8.238, 14.721, 6.703)
H (-12.249, 6.854, 7.566)
H (-13.484, 10.619, 9.722)
H (-7.012, 15.056, 3.161)
H (-6.669, 15.679, 0.814)
H (-6.320, 18.777, 1.026)
H (-9.884, 10.504, -1.032)
H (-12.750, 8.011, 8.925)
H (-14.247, 15.473, 9.857)
H (-11.384, 6.488, 11.994)
H (-13.005, 14.647, 7.673)
H (-12.523, 5.124, 12.144)
H (-5.321, 16.980, 9.516)
H (-6.674, 10.685, 11.905)
H (-14.944, 12.175, 10.793)
H (-6.300, 13.348, 7.976)
H (-10.178, 8.726, 1.790)
H (-8.704, 9.216, 0.895)
H (-6.892, 13.193, 11.238)
H (-4.678, 13.098, 10.045)
H (-5.264, 11.669, 11.996)
H (-6.736, 17.059, 1.910)
H (-7.334, 13.245, 9.596)
H (-12.424, 12.344, 10.972)
H (-8.524, 11.189, 11.455)
H (-11.342, 6.357, 5.414)
H (-4.453, 16.695, 8.027)
H (-6.851, 17.408, 7.619)
H (-9.728, 10.050, 6.528)
H (-7.389, 17.737, -0.989)
H (-9.005, 18.470, -0.398)
H (-11.856, 10.730, 9.014)
H (-10.377, 4.249, 12.680)
H (-7.075, 19.981, -0.008)
H (-8.278, 11.816, 4.937)
H (-11.315, 9.784, -1.682)
H (-8.557, 15.861, 3.234)
H (-11.271, 8.209, 8.109)
H (-9.561, 16.343, 11.181)
H (-9.333, 12.572, 10.775)
H (-3.955, 9.930, 10.556)
H (-9.375, 14.453, -1.497)
H (-10.467, 5.995, 9.060)
H (-8.471, 17.339, 9.367)
H (-8.553, 11.310, 3.263)
H (-11.696, 13.097, 9.529)
H (-8.671, 11.209, 9.733)
H (-9.773, 15.347, 0.826)
H (-14.321, 13.553, 11.710)
H (-12.737, 15.086, 10.655)
H (-5.084, 15.320, 8.943)
H (-10.044, 15.296, 9.874)
H (-14.871, 4.414, 9.723)
H (-4.506, 9.409, 12.146)
H (-5.574, 11.802, 7.391)
H (-8.805, 14.803, 11.086)
H (-10.354, 11.747, 6.468)
H (-13.168, 11.474, 8.163)
H (-11.372, 10.271, 6.158)
H (-10.342, 16.070, 6.404)
H (-8.132, 15.642, -1.743)
H (-12.634, 16.330, 8.273)
H (-11.554, 15.001, 8.614)
H (-16.795, 13.553, 11.175)
H (-9.359, 14.527, 7.992)
H (-10.091, 4.053, 2.589)
H (-10.095, 16.561, -0.358)
H (-10.554, 3.700, 11.020)
H (-9.519, 5.110, 11.462)
H (-7.246, 16.513, 10.285)
H (-4.667, 13.264, 7.524)
H (-5.373, 8.861, 10.820)
H (-13.003, 5.055, 8.536)
H (-10.851, 7.352, 10.185)
H (-7.899, 14.416, -0.529)
H (-9.141, 4.648, 3.895)
H (-9.012, 5.418, 2.292)
H (-9.799, 17.128, 7.726)
H (-6.365, 15.935, 6.844)
H (-16.461, 13.991, 9.521)
H (-8.849, 17.003, 6.263)
H (-8.377, 14.551, 2.065)
H (-7.887, 19.489, 1.492)
H (-15.964, 15.048, 10.833)
H (-9.069, 7.494, 1.063)
H (-9.453, 12.751, 3.949)
H (-11.890, 3.955, 9.342)
H (-11.000, 7.797, 4.448)
H (-4.309, 11.482, 9.324)